C5H6O | ωB97M-V/def2-TZVPD

Atoms and positions in Å:
C1 -1.39496 -0.10116 -2.20416
C2 -0.92763 -0.52221 -1.06339
C3 -0.38237 -0.82618 0.08464
C4 -0.01804 0.31008 1.00206
C5 1.44107 0.40129 1.38908
O1 -0.82992 1.13590 1.35302
H1 -0.71775 0.15361 -3.01551
H2 -2.46058 0.02508 -2.36573
H3 -0.10588 -1.84656 0.34505
H4 1.65724 1.42917 1.68693
H5 2.08427 0.10455 0.55481
H6 1.65455 -0.26356 2.23320

Its SMILES is C=C=CC(C)=O. The frontier orbital gap is 10.4836 eV. The value obtained for the energy above the lowest of the compared OMol25 structures with the same formula, charge and spin is 148.0 kJ/mol. The calculation puts the LUMO energy at 0.9 eV. Its largest force on an atom is 0.0087 hartree/bohr. As for the total energy: -269.2899 Eh.